# 1
{
  "formula": "C30H55BCl32F2N5O7",
  "method": "ωB97M-V/def2-TZVPD",
  "elements": ["C", "C", "C", "C", "C", "N", "C", "O", "C", "C", "O", "C", "C", "C", "B", "N", "O", "N", "O", "N", "O", "C", "N", "C", "O", "F", "C", "O", "F", "H", "H", "H", "H", "H", "H", "H", "H", "H", "H", "H", "H", "H", "H", "H", "H", "H", "H", "H", "H", "H", "H", "H", "C", "Cl", "Cl", "H", "H", "C", "Cl", "Cl", "H", "H", "C", "Cl", "Cl", "H", "H", "C", "Cl", "Cl", "H", "H", "C", "Cl", "Cl", "H", "H", "C", "Cl", "Cl", "H", "H", "C", "Cl", "Cl", "H", "H", "C", "Cl", "Cl", "H", "H", "C", "Cl", "Cl", "H", "H", "C", "Cl", "Cl", "H", "H", "C", "Cl", "Cl", "H", "H", "C", "Cl", "Cl", "H", "H", "C", "Cl", "Cl", "H", "H", "C", "Cl", "Cl", "H", "H", "C", "Cl", "Cl", "H", "H", "C", "Cl", "Cl", "H", "H"],
  "coordinates": [[-4.690, 0.346, 2.662], [-3.878, 1.651, 2.563], [-2.409, 1.402, 2.246], [-2.119, 1.161, 0.738], [-2.847, 2.123, -0.198], [-0.644, 1.145, 0.597], [0.073, 0.011, 0.805], [-0.420, -1.189, 1.101], [-0.978, -1.849, -0.091], [-0.479, -3.290, -0.230], [-1.426, -3.979, -1.006], [-0.868, -4.723, -2.094], [-1.224, -4.050, -3.418], [1.405, 0.234, 0.676], [2.604, -0.798, 0.857], [2.387, -2.064, 1.482], [3.879, -0.541, 0.381], [1.421, 1.563, 0.336], [2.600, 2.190, 0.089], [2.645, 2.586, -1.377], [3.383, 1.917, -1.926], [0.223, 2.113, 0.292], [-0.137, 3.440, -0.021], [-0.005, 3.730, -1.403], [0.519, 4.674, -1.900], [-0.546, 2.766, -2.145], [0.539, 4.416, 0.806], [1.693, 4.702, 0.789], [-0.296, 5.014, 1.620], [-4.530, -0.304, 1.799], [-4.300, -0.195, 3.525], [-5.745, 0.558, 2.787], [-4.360, 2.378, 1.912], [-3.907, 2.094, 3.562], [-2.086, 0.486, 2.753], [-1.761, 2.201, 2.618], [-2.519, 0.175, 0.520], [-2.625, 1.807, -1.219], [-2.594, 3.168, -0.037], [-3.919, 2.044, -0.067], [-0.811, -1.241, -0.982], [-2.061, -1.895, 0.048], [0.525, -3.274, -0.658], [-0.474, -3.731, 0.774], [-1.333, -5.708, -2.077], [0.211, -4.876, -2.028], [-1.096, -4.684, -4.294], [-0.610, -3.161, -3.570], [-2.279, -3.769, -3.355], [2.953, -2.149, 2.327], [1.423, -2.121, 1.805], [4.487, -0.389, 1.119], [-3.218, 3.007, -4.173], [-3.709, 1.552, -3.290], [-4.110, 4.426, -3.619], [-2.161, 3.173, -4.013], [-3.415, 2.856, -5.228], [6.394, 1.566, -0.658], [6.736, 1.120, 1.014], [7.595, 0.921, -1.771], [5.426, 1.163, -0.926], [6.388, 2.648, -0.737], [2.966, 6.728, 3.279], [4.347, 6.478, 4.356], [1.445, 6.807, 4.176], [3.104, 7.659, 2.741], [2.917, 5.900, 2.582], [-7.472, 0.899, -1.983], [-6.017, 0.714, -0.987], [-8.909, 1.147, -0.991], [-7.345, 1.755, -2.635], [-7.603, -0.002, -2.571], [6.386, -2.368, -2.805], [4.651, -2.243, -2.472], [6.764, -3.736, -3.862], [6.713, -1.455, -3.288], [6.910, -2.498, -1.866], [2.461, 2.455, 4.158], [0.708, 2.539, 4.366], [2.915, 1.093, 3.118], [2.801, 3.374, 3.694], [2.930, 2.328, 5.126], [5.493, 6.196, 7.804], [6.613, 7.515, 8.153], [6.195, 4.620, 8.197], [4.595, 6.334, 8.395], [5.253, 6.213, 6.748], [-4.873, -1.978, -3.910], [-4.408, -2.299, -2.233], [-3.666, -2.602, -5.033], [-5.823, -2.463, -4.107], [-4.968, -0.907, -4.052], [2.470, -3.355, -5.327], [1.942, -4.758, -4.389], [1.586, -1.886, -4.882], [3.524, -3.192, -5.140], [2.302, -3.557, -6.379], [-9.645, -0.961, -5.264], [-8.005, -1.316, -4.695], [-10.226, 0.582, -4.631], [-9.633, -0.916, -6.347], [-10.308, -1.750, -4.930], [-6.637, -2.307, 4.658], [-6.181, -2.438, 2.947], [-7.117, -0.659, 5.082], [-7.471, -2.970, 4.845], [-5.791, -2.594, 5.271], [-4.505, -6.848, -4.377], [-2.885, -7.267, -3.820], [-5.046, -5.276, -3.764], [-4.501, -6.813, -5.460], [-5.195, -7.608, -4.031], [5.200, -3.791, 4.486], [6.768, -3.073, 4.118], [3.905, -2.580, 4.443], [4.983, -4.557, 3.751], [5.234, -4.223, 5.479], [11.005, -0.309, -3.415], [10.818, 0.573, -4.935], [9.847, -1.640, -3.292], [12.009, -0.713, -3.366], [10.838, 0.376, -2.591], [9.301, 3.768, -3.536], [10.689, 3.434, -2.496], [7.839, 4.099, -2.593], [9.523, 4.638, -4.144], [9.123, 2.905, -4.168], [-8.005, -3.249, 8.644], [-8.208, -3.434, 6.894], [-7.087, -1.794, 9.038], [-8.984, -3.182, 9.103], [-7.473, -4.113, 9.024]],
  "lumo_ev": -4.2,
  "total_charge": 1,
  "e_homo_ev": -11.615
}


# 2
{
  "formula": "C5H10InOP",
  "method": "ωB97M-V/def2-TZVPD",
  "elements": ["C", "C", "C", "C", "C", "In", "P", "H", "H", "H", "H", "H", "H", "H", "H", "O", "H", "H"],
  "coordinates": [[-0.104, -1.020, -1.481], [-0.339, 0.069, -2.260], [-0.044, 1.423, -1.948], [0.682, 2.053, -0.908], [1.220, 1.489, 0.203], [0.014, -0.142, 0.349], [0.718, -2.282, 1.714], [-0.266, -2.034, -1.852], [-0.795, -0.023, -3.268], [-0.375, 2.111, -2.698], [1.901, 2.055, 0.851], [0.788, 3.142, -1.099], [2.008, -2.289, 2.352], [0.699, -3.491, 0.941], [-0.209, -2.555, 2.772], [-2.024, 0.588, 1.716], [-2.244, -0.235, 2.184], [-1.630, 1.141, 2.432]],
  "lumo_ev": [-0.5, -0.5],
  "total_charge": 0,
  "e_homo_ev": [-5.773, -5.773],
  "e_above_lowest_ev": 0.499
}


# 3
{
  "formula": "C3H4ClF",
  "method": "ωB97M-V/def2-TZVPD",
  "elements": ["C", "C", "C", "F", "Cl", "H", "H", "H", "H"],
  "coordinates": [[0.242, -0.844, 0.046], [0.700, 0.481, 0.581], [-0.797, 0.071, -0.510], [1.616, 1.156, -0.236], [-2.440, 0.249, 0.052], [0.801, -1.276, -0.824], [-0.028, -1.651, 0.906], [0.405, 1.180, 1.383], [-0.499, 0.636, -1.398]],
  "smiles": "F[C@@H]1C[C@H]1Cl",
  "lumo_ev": 1.1,
  "total_charge": 0,
  "e_homo_ev": -8.488,
  "e_above_lowest_ev": 2.197
}


# 4
{
  "formula": "C3H9N3O2",
  "method": "ωB97M-V/def2-TZVPD",
  "elements": ["C", "C", "C", "H", "H", "H", "H", "H", "H", "H", "H", "H", "N", "N", "N", "O", "O"],
  "coordinates": [[-0.361, -1.230, 0.936], [0.364, -0.599, -0.246], [0.029, -1.290, -1.576], [-0.111, -0.731, 1.883], [-0.080, -2.278, 1.040], [-1.448, -1.161, 0.803], [1.440, -0.665, -0.074], [0.509, -0.787, -2.424], [-1.040, -1.290, -1.806], [0.348, -2.329, -1.557], [-0.957, 0.951, -0.491], [1.492, 2.812, -0.154], [0.059, 0.830, -0.397], [0.401, 1.568, 0.739], [-0.562, 2.202, 1.423], [1.588, 2.256, 0.651], [-1.673, 1.740, 1.250]],
  "smiles": "CC(C)NN(O)N=O",
  "lumo_ev": 0.4,
  "total_charge": 0,
  "e_homo_ev": -9.642,
  "e_above_lowest_ev": 6.205
}


# 5
{
  "formula": "C41H111N9O11",
  "method": "ωB97M-V/def2-TZVPD",
  "elements": ["C", "C", "C", "O", "H", "H", "H", "H", "H", "H", "H", "H", "C", "O", "C", "C", "N", "C", "C", "O", "C", "H", "H", "H", "H", "H", "H", "H", "H", "H", "H", "H", "H", "H", "H", "H", "C", "C", "C", "O", "C", "N", "H", "H", "H", "H", "H", "H", "H", "H", "H", "H", "H", "C", "C", "C", "O", "C", "N", "H", "H", "H", "H", "H", "H", "H", "H", "H", "H", "H", "C", "C", "C", "O", "C", "N", "H", "H", "H", "H", "H", "H", "H", "H", "H", "H", "H", "C", "C", "C", "O", "C", "N", "H", "H", "H", "H", "H", "H", "H", "H", "H", "H", "H", "C", "C", "C", "O", "C", "N", "H", "H", "H", "H", "H", "H", "H", "H", "H", "H", "H", "C", "C", "C", "O", "C", "N", "H", "H", "H", "H", "H", "H", "H", "H", "H", "H", "H", "C", "C", "C", "O", "C", "N", "H", "H", "H", "H", "H", "H", "H", "H", "H", "H", "H", "C", "C", "C", "O", "C", "N", "H", "H", "H", "H", "H", "H", "H", "H", "H", "H", "H"],
  "coordinates": [[9.744, 18.130, -10.176], [9.613, 18.822, -11.512], [9.531, 18.024, -12.777], [8.615, 19.812, -11.468], [8.757, 17.721, -9.958], [9.825, 18.935, -9.446], [10.523, 17.412, -9.919], [10.535, 19.373, -11.696], [8.633, 17.427, -12.936], [10.283, 17.236, -12.747], [9.646, 18.590, -13.702], [7.825, 19.423, -11.086], [2.904, 11.256, -20.195], [3.668, 12.309, -19.747], [3.764, 12.403, -18.321], [4.892, 13.294, -17.970], [6.226, 12.787, -18.351], [7.271, 13.795, -18.165], [8.530, 13.537, -18.922], [8.240, 13.612, -20.328], [9.456, 13.371, -21.084], [3.272, 10.235, -20.089], [2.763, 11.287, -21.275], [1.914, 11.435, -19.776], [3.871, 11.449, -17.804], [2.769, 12.696, -17.987], [4.979, 13.584, -16.923], [4.681, 14.207, -18.527], [6.092, 12.394, -19.272], [7.499, 13.964, -17.112], [6.902, 14.695, -18.656], [8.787, 12.483, -18.816], [9.366, 14.211, -18.733], [9.146, 13.264, -22.123], [9.881, 12.448, -20.688], [10.092, 14.249, -20.976], [9.766, 12.800, -15.441], [11.030, 13.413, -14.843], [11.045, 13.741, -13.274], [9.810, 14.514, -13.057], [9.371, 14.640, -11.717], [12.214, 12.669, -15.267], [9.354, 12.008, -14.815], [9.940, 12.427, -16.450], [8.981, 13.556, -15.413], [11.085, 14.350, -15.397], [11.902, 14.367, -13.025], [11.107, 12.804, -12.720], [9.272, 15.689, -11.441], [10.121, 14.449, -10.950], [8.494, 14.019, -11.532], [12.061, 11.842, -14.709], [13.123, 13.013, -14.989], [7.005, 11.445, -12.356], [5.838, 10.933, -11.607], [5.174, 12.129, -10.872], [6.085, 12.474, -9.782], [5.741, 13.708, -9.109], [4.898, 10.489, -12.615], [7.784, 11.737, -11.651], [6.891, 12.418, -12.834], [7.405, 10.708, -13.052], [6.091, 10.095, -10.958], [4.159, 11.913, -10.539], [5.031, 12.972, -11.548], [4.707, 13.542, -8.807], [5.989, 14.447, -9.871], [6.212, 13.830, -8.134], [5.037, 10.892, -13.530], [5.163, 9.533, -12.801], [3.111, 24.239, -15.704], [3.167, 23.784, -17.168], [3.887, 22.452, -17.321], [4.153, 21.996, -18.646], [4.675, 20.664, -18.686], [1.876, 23.801, -17.833], [2.263, 24.901, -15.532], [4.034, 24.746, -15.423], [2.973, 23.302, -15.163], [3.902, 24.372, -17.718], [3.254, 21.696, -16.858], [4.844, 22.470, -16.800], [4.062, 19.800, -18.427], [5.501, 20.563, -17.982], [5.244, 20.384, -19.573], [1.623, 24.765, -18.000], [2.000, 23.500, -18.789], [9.672, 23.525, -15.621], [9.031, 22.222, -15.641], [7.472, 22.179, -15.585], [6.937, 20.823, -15.701], [7.363, 19.819, -14.730], [9.422, 21.727, -16.961], [9.034, 24.251, -16.125], [10.680, 23.364, -16.004], [9.734, 23.903, -14.601], [9.520, 21.564, -14.922], [7.203, 22.726, -16.489], [7.026, 22.678, -14.724], [7.845, 20.219, -13.838], [8.072, 19.123, -15.178], [6.566, 19.174, -14.360], [9.074, 22.409, -17.619], [9.021, 20.828, -17.190], [2.440, 17.444, -15.393], [3.435, 17.202, -16.484], [4.864, 16.862, -15.909], [4.880, 15.736, -15.033], [6.189, 15.202, -14.607], [2.968, 16.223, -17.455], [1.632, 18.017, -15.848], [2.609, 18.014, -14.479], [1.941, 16.539, -15.046], [3.446, 18.145, -17.029], [5.286, 17.698, -15.350], [5.574, 16.698, -16.720], [6.149, 14.227, -14.121], [6.688, 15.870, -13.905], [6.842, 15.036, -15.464], [2.905, 15.351, -16.950], [2.033, 16.425, -17.780], [3.423, 20.390, -11.978], [4.844, 20.354, -11.346], [5.342, 18.915, -10.842], [6.347, 19.005, -9.879], [6.034, 19.380, -8.520], [5.683, 20.996, -12.187], [2.659, 19.956, -11.333], [3.415, 19.721, -12.839], [3.099, 21.386, -12.279], [4.730, 21.080, -10.541], [5.597, 18.214, -11.637], [4.435, 18.454, -10.453], [5.105, 19.927, -8.360], [6.880, 19.931, -8.109], [6.193, 18.395, -8.080], [6.547, 21.154, -11.689], [5.849, 20.728, -13.146], [-1.096, 19.844, -15.867], [-0.063, 20.815, -16.448], [0.315, 20.497, -17.904], [0.736, 19.097, -18.031], [0.808, 18.762, -19.480], [-0.544, 22.162, -16.241], [-2.119, 19.941, -16.229], [-1.335, 19.933, -14.807], [-0.855, 18.807, -16.100], [0.803, 20.640, -15.810], [1.106, 21.161, -18.254], [-0.568, 20.608, -18.534], [-0.195, 18.610, -19.879], [1.296, 17.793, -19.584], [1.357, 19.489, -20.079], [0.113, 22.764, -16.716], [-0.569, 22.445, -15.272], [1.003, 13.488, -15.287], [0.707, 12.123, -15.826], [0.015, 11.204, -14.785], [-1.030, 11.940, -14.091], [-2.294, 11.499, -14.341], [-0.152, 12.413, -16.954], [1.355, 13.279, -14.276], [0.181, 14.203, -15.286], [1.827, 13.934, -15.844], [1.659, 11.679, -16.115], [0.681, 11.035, -13.939], [-0.215, 10.216, -15.185], [-2.849, 12.075, -13.601], [-2.339, 10.426, -14.154], [-2.639, 11.766, -15.340], [0.195, 13.101, -17.606], [-1.075, 12.758, -16.729]],
  "smiles": "COC[C@H](C)N.COC[C@H](C)N.COC[C@H](C)N.COC[C@H](C)N.COC[C@H](C)N.COC[C@H](C)N.COC[C@H](C)N.COC[C@H](C)N.COCCNCCOC.CC(C)O",
  "lumo_ev": 0.5,
  "total_charge": 0,
  "e_homo_ev": -8.326,
  "e_above_lowest_ev": 5.118
}


# 6
{
  "formula": "C3HN3",
  "method": "ωB97M-V/def2-TZVPD",
  "elements": ["C", "C", "C", "N", "N", "N", "H"],
  "coordinates": [[0.111, -0.236, -0.093], [1.187, -1.170, -0.005], [1.342, 0.238, 0.098], [3.951, -0.651, 0.000], [2.415, 1.065, -0.030], [3.340, 0.278, -0.026], [-0.929, 0.106, -0.285]],
  "lumo_ev": 0.4,
  "total_charge": 0,
  "e_homo_ev": -9.469,
  "e_above_lowest_ev": 4.543
}